C4H12O3 | the ωB97M-V functional and the def2-TZVPD basis

Geometry (Å):
H -3.205 1.649 0.872
H -0.443 0.423 0.509
H 3.724 1.492 3.236
H 1.014 -0.520 -2.696
H 0.138 -2.974 0.102
C -0.223 -1.142 -0.954
H -0.976 -1.767 -1.513
H 3.199 2.068 1.881
H -3.133 0.145 -1.059
O 0.208 -2.034 0.235
O -2.421 1.688 0.278
H 1.710 -0.401 -1.180
H -2.689 -0.485 0.536
H 1.392 -2.112 -2.038
C -0.887 0.267 -0.454
C -2.370 0.364 -0.276
O 4.008 1.723 2.350
C 1.043 -1.067 -1.723
H -0.470 0.931 -1.120

Values from the calculation:
Energy relative to the best compared isomer or geometry (same formula, charge and spin)   194.53 kJ/mol
SMILES string   C[C@@H](O)CCO.O
Molar mass   108.14 g mol⁻¹
HOMO   -10.27 eV

C24H27N7O3PS2SnTe | the ωB97M-V functional and the def2-TZVPD basis

Geometry (Å):
S -0.844 5.321 1.425
H -3.472 -2.546 -1.015
H -1.066 -1.451 4.831
H 1.872 0.731 3.155
H -1.121 -3.069 -4.615
H 6.425 2.466 2.335
H -4.816 -1.755 -1.849
C 2.021 2.221 0.921
C 2.873 1.103 2.982
H -1.431 -3.757 0.990
O -3.124 -1.955 -2.977
C -1.503 -1.869 2.772
H -0.041 -1.995 -5.503
H -0.229 6.060 3.961
C 5.185 1.277 3.622
H 4.583 3.017 0.778
N 0.926 1.814 -1.154
C -1.106 -1.053 3.827
C 3.906 0.788 3.851
C 0.356 4.740 2.515
H 1.414 -0.356 -3.642
C 2.785 0.416 -0.644
H -0.421 0.905 4.368
C -4.499 -3.832 -2.395
N 1.225 3.771 2.340
H -1.209 0.436 0.343
H -3.098 -1.884 -5.596
C -1.836 -3.309 2.984
C -2.119 -1.805 -6.066
C 0.766 1.183 -2.310
C -3.998 -2.468 -1.971
C 1.599 0.148 -2.705
C 3.117 1.907 1.875
H -5.010 -3.769 -3.357
N 0.248 5.177 -2.660
C -1.177 0.026 1.344
C 5.430 2.081 2.517
H 5.990 1.031 4.302
H 3.254 -1.078 -2.109
S -2.258 -3.916 4.471
H -5.196 -4.228 -1.653
N -1.766 -4.077 1.899
H -1.996 -5.050 2.005
Sn -0.820 3.165 -0.145
N -0.762 0.803 2.342
C 4.399 2.392 1.643
O -1.715 -0.170 -1.773
N 0.454 5.372 3.711
Te -0.430 -3.308 -1.675
C 2.611 -0.247 -1.850
H -0.067 1.498 -2.923
C -0.750 0.257 3.562
C -0.074 4.539 -1.752
H 3.560 0.129 0.051
H -2.053 -2.534 -6.877
C 1.919 1.456 -0.333
H -2.015 -0.805 -6.487
P -1.649 -1.434 -2.542
N 1.132 3.120 1.155
C -1.031 -2.069 -5.046
H 1.113 5.023 4.385
H 3.711 0.158 4.709
H -3.656 -4.516 -2.487
O -1.076 -1.086 -4.009
H -1.881 -1.847 0.637
C -1.560 -1.296 1.510

Values from the calculation:
Net charge   -1
Energy relative to the best compared isomer or geometry (same formula, charge and spin)   18.35 kJ/mol
Molar mass   802.95 g mol⁻¹
HOMO   -4.81 eV